{"formula": "C47H112F19N11O33S9", "method": "wB97M-V/def2-TZVPD", "total_charge": 2, "max_force_ev_per_a": 4.5, "gap_ev": 9.564, "elements": ["C", "O", "C", "C", "N", "H", "H", "C", "C", "O", "C", "H", "H", "H", "H", "H", "H", "H", "H", "H", "H", "H", "H", "H", "H", "C", "O", "C", "C", "N", "H", "H", "C", "C", "O", "C", "H", "H", "H", "H", "H", "H", "H", "H", "H", "H", "H", "H", "H", "H", "C", "O", "C", "C", "N", "H", "H", "C", "C", "O", "C", "H", "H", "H", "H", "H", "H", "H", "H", "H", "H", "H", "H", "H", "H", "C", "O", "C", "C", "N", "H", "H", "C", "C", "O", "C", "H", "H", "H", "H", "H", "H", "H", "H", "H", "H", "H", "H", "H", "H", "C", "O", "C", "C", "N", "H", "H", "C", "C", "O", "C", "H", "H", "H", "H", "H", "H", "H", "H", "H", "H", "H", "H", "H", "H", "C", "O", "C", "C", "N", "H", "H", "C", "C", "O", "C", "H", "H", "H", "H", "H", "H", "H", "H", "H", "H", "H", "H", "H", "H", "C", "O", "C", "C", "N", "H", "H", "C", "C", "O", "C", "H", "H", "H", "H", "H", "H", "H", "H", "H", "H", "H", "H", "H", "H", "N", "S", "O", "O", "F", "S", "O", "O", "F", "N", "S", "O", "O", "F", "S", "O", "O", "F", "C", "F", "F", "F", "S", "O", "O", "N", "S", "O", "O", "C", "F", "F", "F", "C", "F", "F", "F", "S", "O", "O", "N", "S", "O", "O", "C", "F", "F", "F", "C", "F", "F", "F", "S", "O", "O", "O"], "xyz": [[16.8643, 22.2413, 13.7814], [17.8986, 22.6213, 14.7007], [17.4906, 23.6374, 15.5724], [16.3550, 23.2171, 16.5194], [16.4319, 21.8170, 17.0946], [16.7468, 21.1176, 16.3565], [17.0577, 21.8271, 17.8712], [15.0994, 21.2079, 17.4503], [14.1561, 22.1506, 18.1298], [14.7378, 22.6853, 19.2613], [13.8028, 23.5299, 19.9713], [15.9961, 21.6467, 14.1791], [17.4120, 21.4303, 13.2768], [16.6899, 23.1092, 13.1300], [16.9860, 24.4292, 14.9816], [18.4596, 24.0487, 16.0115], [15.4338, 23.3188, 15.8770], [16.3377, 23.9301, 17.3288], [15.3660, 20.3135, 18.0115], [14.6929, 20.9443, 16.4772], [13.3045, 21.4592, 18.3883], [13.8021, 22.9190, 17.3790], [13.4852, 24.2853, 19.2913], [14.2224, 23.7679, 20.9380], [12.8818, 22.9893, 20.1344], [6.5206, 12.8662, 15.7706], [6.9717, 14.2312, 15.5388], [6.9948, 14.4602, 14.2085], [8.2709, 14.0216, 13.4818], [9.4750, 14.7156, 14.0269], [9.3960, 15.7123, 13.8478], [9.4561, 14.6439, 15.0426], [10.8410, 14.2331, 13.5995], [11.8935, 14.7010, 14.6928], [11.2824, 14.2369, 15.8881], [11.6066, 15.0621, 17.0182], [6.9370, 12.0992, 15.1056], [5.4187, 12.8217, 15.7459], [6.7364, 12.7519, 16.8621], [7.0064, 15.6015, 14.1110], [6.0736, 14.1933, 13.7241], [8.1948, 14.2362, 12.4083], [8.3437, 12.9113, 13.5361], [11.0117, 14.5389, 12.6091], [10.6913, 13.1338, 13.6307], [12.0258, 15.7757, 14.8242], [12.8764, 14.2660, 14.5158], [11.2871, 14.4637, 17.9184], [11.0890, 16.0462, 17.0805], [12.7137, 15.1814, 17.1651], [18.9186, 15.3522, 6.9179], [17.7094, 14.7921, 7.3406], [16.9673, 14.1271, 6.2860], [15.5957, 13.7356, 6.8578], [15.6311, 12.4938, 7.5864], [16.5198, 12.3331, 8.1618], [14.8639, 12.4352, 8.3120], [15.5420, 11.2650, 6.6613], [16.1290, 10.1007, 7.4758], [17.4499, 10.4483, 7.8473], [17.8655, 9.6645, 9.0123], [18.8112, 16.1928, 6.2351], [19.6303, 14.6415, 6.4797], [19.3064, 15.7524, 7.8659], [17.5522, 13.3028, 5.8553], [16.9400, 14.8441, 5.4874], [14.7991, 13.7036, 6.1063], [15.2027, 14.4903, 7.5677], [16.0224, 11.5045, 5.7075], [14.4474, 11.1199, 6.5652], [16.2437, 9.2022, 6.8254], [15.5271, 9.8017, 8.3444], [18.9099, 9.6968, 8.9594], [17.5384, 8.5911, 8.9221], [17.5078, 10.0632, 9.9933], [12.8933, 23.1908, 13.7537], [12.5706, 23.1344, 15.1920], [11.6951, 22.0575, 15.4466], [11.0527, 22.2383, 16.7987], [9.6167, 21.8617, 16.6551], [9.1725, 22.5478, 16.0618], [9.5504, 20.9596, 16.1327], [8.8578, 21.9111, 17.9333], [9.0333, 23.2672, 18.6521], [10.1672, 23.3022, 19.4886], [9.7694, 23.9397, 20.7430], [12.1198, 22.9795, 13.0420], [13.7653, 22.4883, 13.5062], [13.2432, 24.2217, 13.6698], [12.1403, 21.0864, 15.3551], [10.8427, 22.1091, 14.7193], [11.1437, 23.2632, 17.2177], [11.4416, 21.5980, 17.5893], [9.1452, 21.0057, 18.5624], [7.8564, 21.8130, 17.5340], [8.1381, 23.3558, 19.2281], [9.1251, 24.1931, 17.9957], [9.5540, 25.0260, 20.6302], [10.6261, 23.7659, 21.3757], [8.8427, 23.4840, 21.1587], [13.2586, 20.6700, 10.2060], [14.3689, 19.7862, 10.2067], [14.1461, 18.4231, 10.5180], [15.4622, 17.6755, 10.1551], [16.6237, 18.4837, 10.7382], [16.3909, 19.4227, 10.4477], [16.6077, 18.3701, 11.7731], [17.9375, 17.9542, 10.1572], [19.1631, 18.7414, 10.4722], [19.2583, 18.7322, 11.8764], [20.2703, 19.6103, 12.5354], [12.6150, 20.5079, 11.0979], [12.6657, 20.4656, 9.3223], [13.7128, 21.6901, 10.1743], [13.3011, 17.9044, 10.0138], [13.9504, 18.2971, 11.5674], [15.7273, 17.6287, 9.1018], [15.3409, 16.7200, 10.5803], [17.8462, 17.8329, 9.0705], [17.9177, 17.0089, 10.5808], [18.9855, 19.7439, 10.1109], [19.9948, 18.2941, 10.0169], [19.8604, 20.5830, 12.7794], [21.0477, 19.7108, 11.8166], [20.5271, 18.9987, 13.4587], [20.6667, 14.0278, 15.5878], [21.1695, 13.9547, 16.9317], [20.5897, 14.9458, 17.7649], [20.5723, 14.3079, 19.1610], [21.9654, 14.0840, 19.5674], [22.4058, 13.5768, 18.7402], [22.4516, 14.9974, 19.6558], [22.1835, 13.3846, 20.8000], [23.4776, 12.6651, 20.7500], [23.5405, 11.8327, 19.5752], [24.6001, 10.8431, 19.7281], [20.9711, 14.9990, 15.1925], [19.5925, 13.8087, 15.5237], [21.2136, 13.2943, 14.9687], [19.5579, 15.2599, 17.4840], [21.2315, 15.8444, 17.8177], [19.9230, 13.4645, 19.3488], [20.1381, 15.1340, 19.7620], [21.3957, 12.6191, 20.8616], [22.1510, 13.9882, 21.7493], [23.5238, 11.8972, 21.5473], [24.4331, 13.3159, 20.8835], [24.8122, 10.3773, 18.7862], [24.3426, 9.9672, 20.3407], [25.5153, 11.2627, 20.1378], [13.6314, 13.1840, 22.3781], [14.9315, 13.7348, 22.6816], [15.0540, 14.3487, 23.9611], [14.6320, 15.8320, 23.8791], [15.0263, 16.3530, 22.5293], [14.6441, 15.6739, 21.8502], [14.3655, 17.1038, 22.3286], [16.4030, 16.7238, 22.2514], [16.7309, 16.9144, 20.8214], [16.9733, 15.6052, 20.3220], [16.4439, 15.4952, 18.9530], [13.4330, 12.3126, 23.1172], [13.6768, 12.7500, 21.3519], [12.7742, 13.8653, 22.3369], [16.1708, 14.1848, 24.0372], [14.5691, 13.7666, 24.7635], [15.1001, 16.4809, 24.6731], [13.5320, 15.9497, 23.9632], [16.8871, 15.7989, 22.4989], [16.6630, 17.5943, 22.8415], [17.5396, 17.6829, 20.7678], [15.9427, 17.3625, 20.2128], [16.6377, 14.4572, 18.6063], [17.0184, 16.1706, 18.3320], [15.3054, 15.6294, 18.7828], [9.6384, 19.6583, 14.1300], [9.4961, 19.6171, 12.6155], [10.1065, 18.4054, 12.1918], [9.9046, 20.8829, 12.1098], [7.8891, 19.4378, 12.2198], [9.2874, 18.5787, 15.1374], [9.4437, 19.1999, 16.4011], [9.8320, 17.2696, 15.0361], [7.7281, 18.4571, 14.9331], [14.1426, 13.2315, 9.7250], [14.2124, 12.0707, 10.8020], [14.8297, 10.9365, 10.1702], [13.0837, 11.9039, 11.6013], [15.3235, 12.6815, 11.8952], [13.3330, 14.5954, 9.8855], [11.9237, 14.5402, 10.2363], [13.7239, 15.4438, 8.7315], [13.9232, 15.4677, 11.2026], [13.9028, 19.9107, 22.8877], [14.8643, 19.0541, 23.3485], [13.8596, 20.9801, 23.5823], [14.2705, 20.2213, 21.6225], [12.2599, 19.1325, 22.9495], [11.9084, 18.8312, 24.2860], [11.4161, 20.0595, 22.2384], [12.7224, 17.8630, 22.1304], [12.0635, 17.1465, 20.8773], [13.0157, 16.0613, 20.5632], [10.6898, 16.9525, 21.1237], [12.1874, 18.3200, 19.4028], [12.2669, 17.6070, 18.3223], [11.1249, 19.1016, 19.3685], [13.3378, 19.1008, 19.4890], [19.5022, 19.3234, 16.4178], [20.7438, 19.7099, 16.3437], [18.6539, 20.2667, 16.0239], [19.2129, 18.2964, 15.6495], [19.1712, 18.8310, 18.1283], [17.7644, 18.8346, 18.3028], [19.8604, 17.5866, 18.3679], [19.9155, 19.9269, 18.9935], [19.3269, 21.2645, 19.6913], [17.9355, 21.5673, 19.3127], [19.7766, 21.2284, 21.0698], [20.3250, 22.7044, 18.9133], [21.5461, 22.8172, 19.3385], [20.2898, 22.5697, 17.5839], [19.6517, 23.7747, 19.2467], [14.5432, 17.2318, 14.8652], [14.0744, 16.5018, 13.8430], [13.4645, 17.6466, 15.5360], [15.1959, 16.4735, 15.7395], [15.4909, 18.7513, 14.2769], [16.5682, 18.1497, 13.4513], [14.4085, 19.4436, 13.6298], [15.9855, 19.4372, 15.4732]], "forces_ev_per_a": [[1.5, -1.5, -0.1], [-0.9, -0.2, 0.3], [0.9, 0.5, 0.0], [-0.4, -0.3, -1.0], [-1.0, 0.1, -2.9], [0.2, 1.1, 1.0], [0.9, -0.4, 1.2], [0.6, 0.5, -0.3], [-0.8, -0.8, -0.5], [-0.2, 0.6, 0.8], [0.2, -1.7, -0.5], [0.4, 1.3, 0.1], [-0.4, 0.4, -0.7], [-0.6, -0.5, 0.0], [0.6, 0.2, 0.2], [-1.5, -0.6, -0.1], [0.6, -0.4, 1.1], [-0.4, 0.1, 0.4], [-0.3, 0.0, 0.1], [-0.3, -0.3, 0.2], [0.3, 0.8, 0.0], [0.2, -0.5, 0.9], [0.2, 1.5, -0.1], [0.2, 0.6, -0.2], [-0.4, -0.6, 0.3], [-0.6, 0.9, 2.3], [0.0, -2.2, 1.1], [0.9, 4.1, -1.7], [-0.6, -1.4, -0.7], [-0.2, -0.1, -0.1], [0.0, 0.4, -0.1], [0.1, -0.1, 0.5], [-0.2, -0.7, 2.0], [-1.7, -0.4, -0.4], [0.4, 0.5, 0.7], [0.3, -1.0, 1.8], [0.2, 0.3, 0.3], [0.3, 0.1, -0.5], [0.2, -0.6, -1.1], [-0.1, -1.1, 0.0], [-0.3, -0.7, -0.6], [0.0, 0.2, 0.3], [0.6, 0.8, 0.3], [0.4, 0.5, -1.3], [0.8, 0.5, 0.0], [-0.3, 0.1, -0.8], [-0.1, -0.3, -0.1], [0.2, 0.6, -0.9], [0.3, -0.7, -0.7], [-0.9, 0.1, -0.5], [0.6, 0.4, 0.9], [-1.1, -1.2, -0.5], [0.5, 0.7, 1.0], [-0.1, 2.0, -0.1], [1.0, -2.8, 0.6], [-1.0, 0.6, -1.0], [0.7, 0.5, -0.8], [-0.9, 0.1, 1.9], [0.5, -1.0, -1.5], [-0.3, -0.2, 1.6], [-1.4, -0.3, -0.3], [-0.3, 0.1, -0.3], [-0.2, -0.1, 0.1], [0.4, -0.1, -0.5], [-0.1, -0.3, 0.4], [-0.8, 0.4, -0.6], [0.4, -0.4, -0.1], [0.7, -0.1, -0.4], [0.0, -0.3, 0.4], [0.7, -0.1, -0.5], [-0.6, 0.5, 0.2], [0.0, 0.5, -0.3], [1.6, 0.0, 0.2], [0.2, 1.0, -0.1], [0.0, -0.1, -0.9], [2.6, 0.0, 1.4], [-0.2, -0.8, -1.7], [-1.1, 1.2, -0.5], [0.1, 0.1, 0.9], [0.8, 0.7, -0.1], [0.0, 0.3, -0.4], [-0.1, 0.0, 0.8], [0.5, -0.7, 0.0], [0.7, 0.2, -1.0], [-1.1, 0.2, 1.0], [0.1, -0.1, -0.4], [-1.0, -0.1, 0.1], [-1.2, 0.8, 0.5], [0.0, -0.2, -0.5], [0.6, -0.6, -0.2], [0.7, -0.2, 0.1], [-0.2, -0.5, -0.6], [0.0, -0.2, -0.2], [-0.4, 1.4, -0.7], [-0.6, -0.1, 0.7], [-0.7, 0.3, 0.5], [-0.6, -1.3, 0.1], [0.4, -0.6, -0.2], [0.0, 0.2, 0.5], [0.8, 0.0, -0.2], [0.2, 0.1, 0.5], [0.3, -0.4, -0.1], [0.5, -0.5, -1.0], [-0.4, 2.2, 0.1], [0.1, -1.4, -1.1], [0.1, 0.7, 0.2], [0.3, 0.4, 0.3], [-1.4, 1.0, -0.7], [-1.6, 0.9, 1.9], [0.6, 0.7, 1.0], [-1.6, -2.4, 0.1], [0.4, 0.3, -0.4], [-0.3, 0.2, -0.2], [-0.7, -0.8, 0.1], [0.4, 0.7, -0.2], [0.0, 0.1, 0.7], [-0.7, -0.1, -0.2], [0.8, -1.0, 0.5], [-0.3, 0.2, 0.2], [0.7, -2.1, 0.7], [0.4, 0.6, -0.4], [1.4, -0.6, -0.9], [-0.2, 0.1, 0.1], [1.2, 0.2, -0.1], [0.0, 1.2, -1.2], [1.2, -0.3, -0.2], [-0.7, -0.1, -0.6], [0.0, -1.0, 0.5], [-1.5, 3.1, 0.2], [1.0, 1.1, -1.7], [-0.2, 0.3, 1.1], [-0.4, -0.4, -0.5], [-0.5, -1.6, 2.0], [2.6, -1.7, 0.5], [0.8, 0.2, 0.3], [-0.4, -0.2, 0.1], [-0.6, 0.2, -0.2], [0.2, 0.3, 0.1], [-0.3, 0.1, 0.5], [0.8, -0.3, 0.1], [-0.4, -0.2, -0.2], [0.3, -0.6, -0.5], [0.4, -0.5, 0.3], [0.2, 0.3, 0.1], [-0.2, -0.1, -1.3], [-0.2, 1.0, 0.4], [-1.6, -0.8, -0.5], [0.0, 0.4, -0.8], [-0.5, 0.6, 0.4], [0.0, 0.3, -0.1], [0.2, -2.0, 0.3], [-1.8, -0.2, -0.4], [1.9, -0.6, -0.7], [0.4, 0.2, 0.7], [-2.2, -0.2, -0.3], [0.7, -0.2, 0.1], [-0.3, 0.9, 0.2], [0.0, -0.4, 0.8], [-0.2, 0.8, -0.7], [-0.9, 0.2, -1.8], [-0.3, -1.1, 0.1], [0.1, 1.4, -1.1], [0.3, 0.3, 0.8], [0.4, 0.3, 0.5], [-1.1, 0.8, 0.8], [0.0, 0.4, -0.3], [-0.4, -0.8, -0.8], [0.6, 0.0, -0.2], [1.3, 0.0, 0.7], [0.1, -0.2, 0.3], [0.1, -1.1, -0.3], [-0.3, 0.2, 0.3], [0.1, 0.6, 0.4], [-0.2, 0.3, -0.3], [1.7, 0.2, 0.9], [-0.5, 1.6, 1.3], [0.0, -0.6, -2.4], [-0.2, -0.5, -1.3], [-0.6, -0.2, -0.3], [2.1, 0.4, 0.9], [-0.7, -0.1, 0.7], [0.0, 0.2, 1.7], [-0.2, -0.6, -0.7], [0.1, -0.6, 0.1], [-0.2, 0.8, 0.8], [2.2, 0.2, 0.9], [0.0, 1.0, 0.3], [-1.6, -0.2, 0.9], [-1.1, -0.8, -1.7], [-1.3, 3.2, -1.1], [2.2, -0.6, -0.4], [-0.7, -1.9, 2.6], [-0.3, -1.9, -1.4], [0.6, -1.2, -1.3], [-0.3, 0.6, 0.2], [0.5, 1.8, 1.4], [-0.3, -0.2, 0.7], [-0.9, 0.6, -1.6], [0.4, -0.3, 0.9], [0.3, -0.4, -0.1], [0.2, -0.5, -0.8], [2.6, 0.1, 1.3], [-1.6, 1.1, -0.2], [-1.4, -0.8, -0.8], [1.3, 0.7, 1.6], [0.0, -0.4, -1.1], [0.1, 0.2, -0.2], [-1.6, -1.0, -0.2], [-1.5, -0.5, 0.7], [0.9, 0.3, -0.9], [0.5, 1.0, 0.2], [0.7, -1.2, -0.9], [1.1, 1.0, 2.7], [-1.6, -0.2, -0.4], [0.0, 0.0, -0.7], [-0.3, 1.0, -0.1], [0.8, -1.4, -0.1], [1.6, -0.1, 0.9], [-1.1, 0.6, -1.2], [-1.4, -1.6, 0.1], [0.8, -0.3, 0.1], [0.2, 0.0, -0.2], [-0.5, 1.2, 0.2], [-0.3, 0.8, 0.6], [0.8, 0.0, -0.1], [-0.6, 0.5, 0.1], [0.7, -0.5, -0.4], [0.9, -1.0, 0.9], [-1.3, 0.8, 0.5], [0.1, 0.3, -0.8], [-0.2, -0.9, -1.0]], "mulliken_charge": [0.428, -0.334, -1.089, -0.228, 2.499, -0.722, 0.099, -0.440, 0.222, -0.196, -1.090, -0.327, -0.475, 0.642, 0.442, 0.272, -0.019, 0.497, 0.426, -0.070, -0.321, 0.417, 0.410, 0.383, 0.302, -0.760, -0.261, -0.574, -0.510, 0.404, 0.083, 0.454, -1.360, 0.252, -0.595, -0.422, 0.308, 0.329, 0.247, 0.159, 0.507, 0.407, 0.329, 0.674, 0.489, -0.335, 0.636, 0.301, 0.168, 0.226, -0.794, -0.241, -0.767, -0.117, 0.229, 0.416, 0.494, -0.697, -0.415, -0.385, -0.684, 0.351, 0.343, 0.164, 0.379, 0.610, 0.389, -0.212, 0.443, 0.348, 0.427, 0.343, 0.307, 0.313, 0.240, -0.543, -0.479, -0.823, -0.491, 0.646, 0.454, -0.262, -0.326, -0.963, -0.042, -0.818, 0.430, -0.065, 0.347, 0.493, 0.652, 0.382, -0.005, 0.125, 0.573, 0.642, 0.304, 0.321, 0.217, 0.357, -0.608, -0.438, 0.029, -1.117, 0.747, 0.479, -0.012, -0.574, -0.870, -0.191, -0.551, 0.147, 0.333, 0.265, 0.558, -0.148, 0.538, 0.365, 0.412, 0.502, 0.385, 0.480, 0.158, 0.499, -0.029, -0.755, -0.459, -0.180, -0.983, -0.013, 0.541, 0.465, -0.526, -0.532, -0.355, -0.779, 0.298, 0.299, 0.292, 0.315, 0.267, 0.477, 0.376, 0.285, 0.344, 0.482, 0.314, 0.286, 0.301, 0.324, -0.685, -0.271, -0.642, -0.455, 1.563, 0.421, -0.813, -1.369, 0.488, -0.526, -0.369, 0.324, 0.237, 0.268, 0.255, 0.456, 0.360, 0.302, 0.582, 0.352, 0.180, -0.062, 0.504, 0.112, 0.049, -0.345, 1.043, -0.519, -0.579, -0.334, 0.735, -0.714, -0.170, -0.349, -0.609, 1.075, -0.597, -0.540, -0.305, 0.990, -0.587, -0.667, -0.106, 0.664, -0.297, -0.217, -0.115, 0.793, -0.675, -0.532, -0.680, 1.125, -0.589, -0.710, 0.061, -0.035, -0.137, -0.053, -0.046, -0.255, -0.169, -0.142, 1.269, -0.148, -0.749, -0.746, 0.941, -0.822, -0.664, 0.567, -0.209, -0.182, -0.232, -0.250, -0.119, -0.044, -0.116, 0.738, -1.142, -0.306, -0.397]}